A molecular structure, AlBH12O4. Source: OMol25; level of theory: ωB97M-V with the def2-TZVPD basis set.

As for the orbital gap: 7.39 eV. The net charge is +2. The HOMO energy comes out at -18.53 eV. As for the LUMO energy: -11.137 eV.

Geometry as XYZ:
```
18
AlBH12O4 ωB97M-V with the def2-TZVPD basis set
Al 18.62473 22.25605 -31.38155
B 18.49498 19.88369 -31.16480
H 17.63791 20.49597 -31.39889
H 19.12350 20.45564 -30.49991
H 18.14018 19.00070 -30.65619
H 18.98897 19.71068 -32.10834
O 20.41010 23.13152 -31.72058
H 20.58996 23.93446 -32.20963
H 21.18148 23.00976 -31.16707
O 19.12807 23.34928 -29.74357
H 19.11782 24.28505 -29.54245
H 18.89807 22.92375 -28.91758
O 17.77304 21.30993 -32.97007
H 17.61793 20.39382 -32.74003
H 17.17266 21.48007 -33.69590
O 20.07393 21.15194 -32.28125
H 19.87787 20.33795 -32.74517
H 21.00944 21.29217 -32.42750
```

Atom-resolved charges from Mulliken, all expressed in e:
1 Al 0.716
2 B -0.053
3 H 0.016
4 H -0.109
5 H -0.024
6 H -0.255
7 O -0.463
8 H 0.350
9 H 0.415
10 O -0.395
11 H 0.387
12 H 0.383
13 O -0.377
14 H 0.463
15 H 0.395
16 O -0.244
17 H 0.452
18 H 0.343